The following is a quantum chemistry calculation of a cluster of 3 separate species, C22H42I2N2O5 in total at a distorted geometry, from OMol25.

Positions of all 73 atoms, in Å:
C (1.5811, 3.7152, 1.5510)
C (0.8845, 2.3176, 1.7667)
I (2.1338, 0.8884, 0.6631)
C (-0.5656, 2.3595, 1.0995)
I (-0.4468, 1.4422, -0.8805)
O (-1.5703, 1.7394, 1.9239)
C (-2.6846, 2.5510, 1.8561)
O (-3.1137, 3.0937, 2.7794)
O (-3.3253, 2.7195, 0.6353)
H (1.7461, 4.1995, 2.5361)
H (1.0161, 4.3668, 0.8557)
H (2.5901, 3.5960, 1.1067)
H (0.8963, 1.9708, 2.8110)
H (-0.8398, 3.4344, 1.0215)
H (-2.8363, 3.4484, 0.2208)
C (-8.5207, -1.0088, -1.5781)
C (-7.9576, 0.1322, -2.4532)
C (-6.6336, -0.3458, -3.0584)
C (-5.5305, -0.4597, -2.0096)
C (-5.3616, 0.8483, -1.2380)
C (-6.6671, 1.4680, -0.7113)
N (-7.7923, 1.4009, -1.6872)
O (-7.6164, 2.3658, -2.5570)
C (-7.1103, 0.7976, 0.6057)
C (-6.3491, 2.9089, -0.2745)
C (-9.0270, 0.2924, -3.5434)
H (-8.8261, -1.8474, -2.2068)
H (-7.8041, -1.4325, -0.8800)
H (-9.3988, -0.6835, -1.0157)
H (-6.3092, 0.3403, -3.8488)
H (-6.7739, -1.3149, -3.5453)
H (-5.7323, -1.2795, -1.3139)
H (-4.5883, -0.7120, -2.5031)
H (-4.6689, 0.6873, -0.4103)
H (-4.8714, 1.5620, -1.9094)
H (-8.0563, 1.2208, 0.9504)
H (-6.3741, 0.9666, 1.3932)
H (-7.2280, -0.2813, 0.5417)
H (-5.8915, 3.4956, -1.0720)
H (-5.6428, 2.9120, 0.5524)
H (-7.2487, 3.4309, 0.0595)
H (-9.9814, 0.5946, -3.1072)
H (-9.1857, -0.6523, -4.0666)
H (-8.7558, 1.0249, -4.3037)
C (8.4919, -1.6817, -0.8204)
C (7.5474, -0.9543, 0.1534)
C (8.3301, -0.6637, 1.4429)
C (8.6207, -1.9337, 2.2358)
C (7.3382, -2.7144, 2.5121)
C (6.4284, -2.9286, 1.2861)
N (6.3059, -1.7327, 0.4090)
O (5.3910, -0.8563, 1.0383)
C (6.9161, -4.1118, 0.4330)
C (5.0625, -3.4143, 1.8118)
C (7.2198, 0.3534, -0.5851)
H (9.2792, -1.0024, -1.1536)
H (9.0191, -2.5259, -0.3854)
H (7.9586, -2.0283, -1.7080)
H (7.7723, 0.0348, 2.0765)
H (9.2718, -0.1603, 1.2042)
H (9.3405, -2.5701, 1.7124)
H (9.0932, -1.6668, 3.1843)
H (7.5957, -3.6797, 2.9558)
H (6.7831, -2.1658, 3.2812)
H (6.2844, -4.2325, -0.4487)
H (6.8645, -5.0431, 1.0000)
H (7.9469, -4.0281, 0.0995)
H (4.6319, -2.7323, 2.5492)
H (5.1671, -4.3798, 2.3075)
H (4.3444, -3.5364, 0.9977)
H (6.6999, 0.1471, -1.5230)
H (8.1337, 0.8985, -0.8253)
H (6.5996, 1.0354, 0.0035)

For the orbital gap (alpha / beta), the calculation gives 0.281 / 0.276 Ha. The molar mass is 668.4 g/mol. Its spin multiplicity is 3. Its largest force on an atom is 5.240 eV Å⁻¹. As for the energy above the lowest of the compared OMol25 structures with the same formula, charge and spin: 0.0 kcal per mole. The value obtained for the highest occupied orbital energy (alpha / beta) is -8.030 / -8.030 eV.

The following is a quantum chemistry calculation of a structure of composition C22H42InNP3S at a distorted geometry, from OMol25.

Positions of all 70 atoms, in Å:
In (0.0138, 0.0673, 0.6733)
P (-0.7448, 2.1861, 2.3312)
P (-2.5869, -0.4143, 0.1859)
P (2.4853, 1.3919, 0.6742)
H (-0.1055, -2.1017, -7.6105)
C (0.9339, -2.3168, -7.3334)
C (1.2595, -3.4931, -6.7762)
H (0.4819, -4.2425, -6.5887)
C (-1.2466, 3.7223, 1.4591)
C (-2.2099, 1.9550, 3.4102)
C (0.4073, 2.8753, 3.5815)
C (-2.6593, -1.8615, -0.9244)
C (-3.6834, -0.8100, 1.5855)
C (-3.4268, 0.9185, -0.7324)
C (3.6092, 0.5826, -0.5235)
C (3.5135, 1.4728, 2.1746)
C (2.4301, 3.1303, 0.1162)
H (1.6738, -1.5505, -7.5724)
H (2.2840, -3.7559, -6.5134)
H (-1.5034, 4.4700, 2.2269)
H (-2.1270, 3.5325, 0.8296)
H (-0.4213, 4.1007, 0.8404)
H (-2.2702, 2.8471, 4.0569)
H (-2.0867, 1.0628, 4.0436)
H (-3.1370, 1.8715, 2.8236)
H (-0.1721, 3.6150, 4.1594)
H (1.2722, 3.3766, 3.1225)
H (0.7579, 2.0871, 4.2639)
H (-3.7000, -2.2096, -0.9744)
H (-2.0189, -2.6660, -0.5366)
H (-2.3061, -1.5849, -1.9279)
H (-4.6837, -0.3902, 1.3924)
H (-3.2894, -0.3878, 2.5244)
H (-3.7661, -1.9026, 1.6921)
H (-4.3581, 0.5307, -1.1704)
H (-2.7632, 1.2742, -1.5319)
H (-3.6605, 1.7587, -0.0628)
H (4.5624, 1.1255, -0.5092)
H (3.1821, 0.6012, -1.5346)
H (3.7704, -0.4634, -0.2281)
H (4.4415, 2.0128, 1.9211)
H (3.7676, 0.4479, 2.4956)
H (2.9898, 1.9979, 2.9925)
H (3.4484, 3.4366, -0.1621)
H (2.0542, 3.7866, 0.9131)
H (1.7674, 3.2075, -0.7550)
C (0.7573, -1.3015, -2.4934)
C (0.7275, 0.0239, -2.9773)
C (0.2300, 0.2983, -4.2394)
C (-0.1291, -0.7542, -5.0858)
C (-0.1085, -2.0709, -4.6036)
C (0.3617, -2.3618, -3.3389)
S (1.2535, -1.6833, -0.8973)
H (-0.1631, 1.2321, -0.6999)
H (1.0390, 0.8098, -2.2999)
H (0.1189, 1.3317, -4.5606)
H (-0.3870, -0.5698, -6.1307)
H (-0.3631, -2.9054, -5.2550)
H (0.4359, -3.3911, -2.9642)
C (0.4656, -2.8620, 4.8871)
C (1.1363, -1.6474, 4.7942)
C (1.0097, -0.8689, 3.6471)
N (0.2399, -1.2601, 2.6020)
C (-0.4230, -2.4402, 2.6846)
C (-0.3275, -3.2525, 3.8193)
H (0.5635, -3.4861, 5.7667)
H (1.7635, -1.2886, 5.5998)
H (1.5420, 0.0952, 3.5685)
H (-1.0429, -2.7545, 1.8216)
H (-0.8792, -4.1868, 3.8333)

The total charge is +3. For the orbital gap (alpha / beta), the calculation gives 0.169 / 0.137 Ha. The molar mass is 560.4 g/mol. Its spin multiplicity is 1. Its largest force on an atom is 1.311 eV Å⁻¹. As for the energy above the lowest of the compared OMol25 structures with the same formula, charge and spin: 0.0 kcal per mole. The value obtained for the highest occupied orbital energy (alpha / beta) is -15.945 / -16.110 eV.

The following is a quantum chemistry calculation of a structure of composition C22H42IrNP3SSe at a distorted geometry, from OMol25.

Positions of all 71 atoms, in Å:
Ir (-0.6386, -0.5268, -0.0938)
P (-1.8640, -2.3449, 0.5959)
P (0.9147, -0.6441, 1.5327)
P (0.9694, -1.3276, -1.7235)
H (-2.8514, 1.5029, -1.5490)
C (-2.8305, 0.4380, -1.7915)
C (-1.6207, -0.3343, -1.8077)
H (-0.7648, 0.2695, -2.2807)
C (-3.0399, -1.7088, 1.8189)
C (-0.9036, -3.6591, 1.4230)
C (-2.8447, -3.2165, -0.6568)
C (2.0104, 0.8065, 1.5522)
C (0.3125, -0.7176, 3.2575)
C (2.1412, -2.0140, 1.5910)
C (0.5142, -1.2276, -3.5191)
C (1.3561, -3.0999, -1.5310)
C (2.4964, -0.3312, -1.7087)
H (-3.5947, 0.1004, -2.4846)
H (-1.8076, -1.3353, -2.2381)
H (-3.7271, -1.0070, 1.3358)
H (-2.5340, -1.1879, 2.6395)
H (-3.6074, -2.5494, 2.2265)
H (-0.4566, -3.3139, 2.3610)
H (-0.1075, -4.0364, 0.7724)
H (-1.5860, -4.4883, 1.6447)
H (-3.6465, -2.5711, -1.0300)
H (-3.2721, -4.1133, -0.1950)
H (-2.2160, -3.5264, -1.4995)
H (3.0418, 0.4540, 1.7023)
H (1.7282, 1.4654, 2.3828)
H (1.9552, 1.3874, 0.6211)
H (1.1595, -1.0632, 3.8698)
H (-0.5201, -1.4188, 3.3903)
H (0.0034, 0.2782, 3.5961)
H (2.6834, -1.8741, 2.5385)
H (2.8596, -1.9518, 0.7638)
H (1.6537, -2.9978, 1.6021)
H (1.3489, -1.5966, -4.1280)
H (0.3152, -0.1918, -3.8227)
H (-0.3776, -1.8345, -3.7227)
H (2.0031, -3.4085, -2.3617)
H (0.4394, -3.7028, -1.5633)
H (1.8805, -3.3058, -0.5937)
H (3.1231, -0.6627, -2.5496)
H (3.0482, -0.4549, -0.7696)
H (2.2453, 0.7310, -1.8500)
C (1.7097, 3.3999, -2.0619)
C (0.3705, 2.9942, -2.2579)
C (0.0043, 2.4702, -3.4961)
C (0.9258, 2.4144, -4.5475)
C (2.2655, 2.7618, -4.3370)
C (2.6490, 3.2854, -3.1052)
Se (2.1858, 4.1391, -0.3418)
H (3.2910, 3.1837, -0.0879)
H (-0.3438, 3.1020, -1.4394)
H (-1.0411, 2.2071, -3.6821)
H (0.6234, 2.0111, -5.5093)
H (2.9829, 2.6581, -5.1546)
H (3.6840, 3.5815, -2.9152)
S (-1.7071, 1.4956, 0.5629)
C (-1.4238, 2.0121, 2.1589)
N (-2.2821, 1.5854, 3.1508)
C (-2.0540, 1.8664, 4.4714)
C (-0.9863, 2.6629, 4.8229)
C (-0.1356, 3.1714, 3.8329)
C (-0.3664, 2.8576, 2.4914)
H (-3.0894, 1.0198, 2.8679)
H (-2.7749, 1.4526, 5.1747)
H (-0.8109, 2.9186, 5.8739)
H (0.6862, 3.8328, 4.1092)
H (0.2450, 3.2278, 1.6713)

The total charge is +3. For the orbital gap (alpha / beta), the calculation gives 0.214 / 0.162 Ha. The molar mass is 716.8 g/mol. Its spin multiplicity is 5. Its largest force on an atom is 2.214 eV Å⁻¹. The value obtained for the highest occupied orbital energy (alpha / beta) is -14.544 / -16.980 eV.

- molar mass of number 3 (C22H42IrNP3SSe)?
  716.8 g/mol

- Among the records above, which one has the highest spin multiplicity?
  C22H42IrNP3SSe